(1)
This record from the Open Molecules 2025 dataset describes a cluster of 4 separate species, C20H39ClO6S in total. The level of theory is ωB97M-V with the def2-TZVPD basis set.

Geometry (Å):
C  7.15  -1.29  -0.41
C  6.47  0.07  -0.67
C  5.61  0.12  -1.97
Cl  6.27  -1.03  -3.18
O  4.29  -0.17  -1.56
S  3.16  -0.04  -2.78
O  3.19  -1.21  -3.61
O  1.84  -0.24  -1.83
C  1.09  1.00  -1.78
C  -0.38  0.71  -1.58
C  -1.15  1.67  -0.99
C  -2.50  1.42  -0.84
C  -3.05  0.25  -1.28
C  -2.25  -0.73  -1.85
C  -2.90  -2.02  -2.30
C  -0.90  -0.50  -2.00
H  8.07  -1.36  -0.98
H  7.42  -1.33  0.65
H  6.48  -2.13  -0.58
H  5.76  0.21  0.15
H  7.17  0.91  -0.63
H  5.72  1.12  -2.40
H  1.19  1.47  -2.77
H  1.48  1.70  -1.03
H  -0.74  2.62  -0.65
H  -3.12  2.19  -0.39
H  -4.11  0.07  -1.18
H  -2.16  -2.82  -2.25
H  -3.31  -1.93  -3.31
H  -3.75  -2.21  -1.64
H  -0.27  -1.25  -2.46
C  -4.06  0.35  -7.00
C  -4.73  0.69  -5.67
C  -4.64  2.18  -5.37
O  -4.11  -0.05  -4.62
H  -3.00  0.60  -6.97
H  -4.13  -0.72  -7.19
H  -4.53  0.88  -7.82
H  -5.78  0.38  -5.70
H  -3.60  2.49  -5.29
H  -5.12  2.40  -4.42
H  -5.12  2.77  -6.15
H  -3.19  0.21  -4.58
C  -1.01  0.36  2.33
C  -0.26  1.61  2.75
C  0.39  1.42  4.11
O  -1.15  2.72  2.79
H  -1.82  0.13  3.03
H  -1.48  0.51  1.35
H  -0.35  -0.50  2.27
H  0.51  1.84  2.01
H  -0.36  1.23  4.88
H  0.93  2.33  4.41
H  1.10  0.59  4.10
H  -1.83  2.53  3.44
C  1.66  -1.43  7.12
C  0.26  -1.39  6.53
C  -0.64  -2.43  7.18
O  0.32  -1.62  5.13
H  2.12  -2.41  6.95
H  2.30  -0.69  6.64
H  1.64  -1.24  8.20
H  -0.17  -0.40  6.67
H  -0.25  -3.44  7.01
H  -1.64  -2.40  6.75
H  -0.73  -2.27  8.26
H  0.70  -2.50  4.98

highest occupied orbital energy = -9.04 eV
DFT total energy = -57014.1984 eV


(2)
This record from the Open Molecules 2025 dataset describes a structure of composition C5H6O. The level of theory is ωB97M-V with the def2-TZVPD basis set.

Geometry (Å):
C  -2.17  0.03  0.16
C  -0.69  0.04  0.06
C  0.31  0.92  0.15
C  1.20  -0.22  -0.12
C  2.47  -0.52  -0.27
O  0.08  -1.10  -0.21
H  -2.50  1.05  0.38
H  -2.50  -0.64  0.95
H  -2.62  -0.29  -0.79
H  0.41  1.98  0.34
H  3.20  0.27  -0.17
H  2.81  -1.53  -0.48

highest occupied orbital energy = -8.78 eV
energy above the lowest of the compared OMol25 structures with the same formula, charge and spin = 43.9 kcal per mole
DFT total energy = -7327.3825 eV


(3)
This record from the Open Molecules 2025 dataset describes a structure of composition C26H31N3O6PPdS3Te. The level of theory is ωB97M-V with the def2-TZVPD basis set.

Geometry (Å):
Pd  0.21  0.12  0.21
C  -2.89  -3.98  4.12
C  -2.60  -3.18  2.86
O  -1.61  -2.21  3.19
P  -0.98  -1.28  1.99
S  0.35  -0.15  2.90
S  -0.39  -2.42  0.48
O  -2.31  -0.49  1.53
C  -2.99  0.36  2.46
C  -4.28  0.82  1.81
H  -3.70  -4.70  3.93
H  -3.20  -3.31  4.93
H  -2.00  -4.52  4.43
H  -3.51  -2.69  2.49
H  -2.23  -3.83  2.06
H  -2.35  1.21  2.70
H  -3.18  -0.20  3.38
H  -4.06  1.16  0.80
H  -4.70  1.65  2.38
H  -5.01  0.01  1.77
Te  2.11  1.64  -0.85
C  3.75  0.69  0.11
C  4.94  1.39  0.36
C  6.00  0.80  1.04
C  5.89  -0.51  1.49
C  4.73  -1.23  1.23
C  3.68  -0.64  0.53
H  5.02  2.42  0.03
H  6.90  1.37  1.22
H  6.71  -0.97  2.04
H  4.64  -2.25  1.58
H  2.82  -1.23  0.31
N  -3.41  6.76  1.52
C  -2.82  5.77  1.32
C  -2.11  4.58  1.09
C  -1.07  4.12  1.97
C  -0.42  2.95  1.71
N  -0.70  2.15  0.64
C  -1.65  2.59  -0.23
C  -2.35  3.75  -0.06
H  -0.81  4.70  2.84
H  0.36  2.59  2.37
H  -1.83  1.95  -1.08
H  -3.10  4.04  -0.79
C  1.48  -6.26  -0.16
C  1.54  -5.55  -1.48
C  0.82  -6.01  -2.58
C  0.82  -5.32  -3.79
C  1.58  -4.16  -3.90
C  2.30  -3.68  -2.81
C  2.28  -4.37  -1.62
S  1.47  -3.19  -5.37
O  0.74  -3.97  -6.34
O  2.79  -2.72  -5.68
N  0.57  -1.89  -4.98
C  -0.87  -2.12  -4.72
C  -1.41  -0.93  -3.95
C  -0.73  -0.71  -2.59
O  -1.40  -0.07  -1.74
O  0.42  -1.20  -2.46
H  1.00  -7.23  -0.25
H  0.91  -5.66  0.55
H  2.48  -6.40  0.26
H  0.23  -6.92  -2.48
H  0.26  -5.67  -4.64
H  2.87  -2.75  -2.91
H  2.83  -3.98  -0.77
H  0.96  -1.45  -4.13
H  -1.03  -3.04  -4.14
H  -1.39  -2.23  -5.67
H  -2.48  -1.04  -3.77
H  -1.25  -0.02  -4.53

multiplicity = 4
net charge = -2
highest occupied orbital energy (alpha / beta) = -0.11 / -2.10 eV
energy above the lowest of the compared OMol25 structures with the same formula, charge and spin = 15.3 kcal per mole
DFT total energy = -96792.0295 eV


> Look up the DFT total energy of the second one.

-7327.3825 eV


> Among the records above, which one has the highest DFT total energy?

C5H6O


Copy entry 2 word for word.
This record from the Open Molecules 2025 dataset describes a structure of composition C5H6O. The level of theory is ωB97M-V with the def2-TZVPD basis set.

Geometry (Å):
C  -2.17  0.03  0.16
C  -0.69  0.04  0.06
C  0.31  0.92  0.15
C  1.20  -0.22  -0.12
C  2.47  -0.52  -0.27
O  0.08  -1.10  -0.21
H  -2.50  1.05  0.38
H  -2.50  -0.64  0.95
H  -2.62  -0.29  -0.79
H  0.41  1.98  0.34
H  3.20  0.27  -0.17
H  2.81  -1.53  -0.48

highest occupied orbital energy = -8.78 eV
energy above the lowest of the compared OMol25 structures with the same formula, charge and spin = 43.9 kcal per mole
DFT total energy = -7327.3825 eV